(1)
Entry from the Open Molecules 2025 dataset: a molecular structure, C53H38BN10Re (ωB97M-V with the def2-TZVPD basis set).

XYZ file:
```
103
C53H38BN10Re ωB97M-V with the def2-TZVPD basis set
Re 0.029 -0.487 0.329
C -0.067 7.164 1.551
C -1.054 6.553 2.313
C -1.006 5.186 2.543
C 0.031 4.422 2.013
C 1.018 5.039 1.251
C 0.969 6.407 1.022
C -0.626 2.124 1.110
C 1.262 2.119 2.522
C 2.519 2.756 2.943
C 3.520 2.134 2.325
C 2.938 1.077 1.481
C 3.661 0.349 0.527
C 5.120 0.670 0.424
C 5.614 1.332 -0.699
C 6.955 1.676 -0.785
C 7.824 1.361 0.251
C 7.347 0.687 1.366
C 6.004 0.343 1.449
C 3.154 -0.600 -0.371
N 1.850 -1.077 -0.571
C 1.963 -2.129 -1.488
C 0.942 -3.024 -1.890
C 1.330 -4.369 -2.398
C 2.178 -5.191 -1.652
C 2.517 -6.457 -2.102
C 2.014 -6.924 -3.310
C 1.171 -6.117 -4.059
C 0.832 -4.849 -3.606
C -0.377 -2.738 -1.699
C -1.421 -3.754 -1.554
C -2.455 -3.206 -0.929
C -2.206 -1.714 -0.788
N -0.866 -1.494 -1.374
C -3.765 0.370 -1.759
C -3.084 1.442 -1.311
C -3.471 2.845 -1.223
C -2.701 3.387 -0.242
C -1.816 2.331 0.196
N -1.995 1.235 -0.479
C -4.975 0.518 -2.601
C -6.054 1.306 -2.202
C -7.161 1.448 -3.025
C -7.198 0.810 -4.257
C -6.133 0.013 -4.654
C -5.034 -0.146 -3.827
C 3.311 -2.276 -1.880
C 4.038 -1.338 -1.220
N 1.619 1.004 1.653
H -0.105 8.230 1.370
H -1.862 7.142 2.728
H -1.773 4.709 3.144
H 1.825 4.444 0.840
H 1.743 6.880 0.431
H 2.579 3.592 3.624
H 4.569 2.377 2.387
H 4.935 1.577 -1.508
H 7.320 2.190 -1.664
H 8.867 1.642 0.189
H 8.022 0.423 2.169
H 5.635 -0.197 2.314
H 2.566 -4.829 -0.706
H 3.170 -7.084 -1.508
H 2.284 -7.908 -3.669
H 0.782 -6.475 -5.004
H 0.187 -4.214 -4.202
H -1.295 -4.790 -1.829
H -3.372 -3.680 -0.607
H -4.257 3.327 -1.781
H -2.731 4.395 0.143
H -6.032 1.787 -1.231
H -7.996 2.055 -2.700
H -8.056 0.930 -4.905
H -6.159 -0.489 -5.613
H -4.202 -0.764 -4.145
H 3.666 -2.999 -2.597
H 5.101 -1.179 -1.282
C 0.032 2.265 3.530
C 0.019 2.939 2.188
N -0.788 0.753 1.568
N -1.227 0.430 2.800
C -0.859 1.155 3.792
B -1.870 -1.020 2.878
N -0.614 -1.937 2.871
C -0.259 -2.918 3.717
C 0.989 -3.385 3.362
C 1.359 -2.615 2.257
N 0.390 -1.750 1.976
N -2.627 -1.226 1.553
C -3.977 -1.175 1.248
C -4.439 -1.127 -0.014
C -3.534 -1.048 -1.252
N -1.799 -1.338 0.535
H 0.277 2.891 4.376
H 0.166 2.076 0.351
H -1.193 0.877 4.782
H -2.539 -1.159 3.858
H -0.911 -3.214 4.523
H 1.563 -4.165 3.831
H 2.258 -2.639 1.661
H -4.639 -1.183 2.102
H -5.508 -1.082 -0.176
H -3.943 -1.712 -2.015
```

For the lowest unoccupied orbital energy (spin up / spin down), the calculation gives -2.96 / -3.56 eV. As for the charge: +1. As for the spin multiplicity: 4. The HOMO energy (spin up / spin down) comes out at -8.42 / -9.50 eV. The calculation puts the orbital gap (spin up / spin down) at 5.465 / 5.941 eV.

=====

(2)
Entry from the Open Molecules 2025 dataset: a molecular structure, C53H38Br2N6O5PZr at a distorted geometry (ωB97M-V with the def2-TZVPD basis set).

XYZ file:
```
106
C53H38Br2N6O5PZr ωB97M-V with the def2-TZVPD basis set
Zr -0.136 1.212 -0.464
O -2.549 0.858 -1.351
C -2.024 -0.257 -1.510
O -1.167 -0.655 -0.603
C -2.226 -1.091 -2.718
C -3.489 -1.044 -3.302
C -3.774 -1.802 -4.423
C -2.781 -2.601 -4.973
C -1.514 -2.621 -4.411
C -1.203 -1.864 -3.283
P 0.506 -1.891 -2.594
C 1.624 -2.025 -4.030
C 2.909 -2.519 -3.783
C 3.896 -2.447 -4.753
C 3.623 -1.868 -5.986
C 2.356 -1.369 -6.239
C 1.363 -1.444 -5.269
C 0.523 -3.577 -1.876
C 0.836 -4.721 -2.609
C 0.801 -5.971 -2.010
C 0.446 -6.094 -0.673
C 0.125 -4.963 0.063
C 0.166 -3.710 -0.535
H -4.246 -0.411 -2.857
H -4.763 -1.775 -4.860
H -2.990 -3.210 -5.843
H -0.749 -3.241 -4.861
H 3.140 -2.972 -2.825
H 4.882 -2.843 -4.545
H 4.395 -1.810 -6.743
H 2.131 -0.916 -7.197
H 0.387 -1.032 -5.483
H 1.121 -4.635 -3.651
H 1.048 -6.852 -2.588
H 0.418 -7.070 -0.207
H -0.156 -5.056 1.104
H -0.102 -2.830 0.036
Br -0.495 1.609 -5.585
C 1.081 1.800 -4.583
C 2.316 2.010 -5.243
C 3.472 2.177 -4.541
Br 5.095 2.415 -5.470
C 3.463 2.184 -3.118
C 4.554 2.446 -2.268
C 4.359 2.488 -0.911
C 3.084 2.247 -0.382
N 2.048 1.966 -1.149
C 2.232 1.942 -2.493
C 1.039 1.706 -3.221
O -0.040 1.458 -2.490
H 2.329 2.030 -6.324
H 5.533 2.627 -2.693
H 5.176 2.709 -0.239
H 2.899 2.287 0.683
N -2.020 1.255 1.449
C -2.543 2.574 1.550
C -3.311 2.955 2.617
C -3.847 4.252 2.719
C -3.622 5.162 1.730
C -2.806 4.816 0.629
C -2.515 5.744 -0.397
C -1.679 5.395 -1.413
C -1.106 4.113 -1.394
N -1.355 3.223 -0.460
C -2.231 3.530 0.547
H -2.218 0.706 2.278
H -2.484 0.749 0.689
H -3.524 2.228 3.393
H -4.452 4.510 3.578
H -4.044 6.158 1.776
H -2.964 6.729 -0.354
H -1.433 6.074 -2.217
H -0.422 3.813 -2.177
C -4.688 -0.820 6.435
O -3.723 -0.281 7.319
C -2.414 -0.495 7.035
C -1.955 -1.161 5.904
C -0.587 -1.317 5.709
C 0.314 -0.828 6.639
C -0.151 -0.213 7.797
C -1.504 -0.020 7.980
N 1.726 -1.079 6.525
N 2.351 -0.776 5.503
C 1.747 -0.016 4.446
C 1.190 1.220 4.651
C 0.763 2.028 3.579
C 0.853 1.562 2.291
O 0.520 2.256 1.206
C 1.391 0.265 2.074
N 1.442 -0.136 0.767
C 2.125 -1.221 0.474
C 2.746 -2.012 1.457
C 2.615 -1.679 2.776
C 1.920 -0.498 3.126
H -5.657 -0.560 6.850
H -4.603 -1.907 6.370
H -4.595 -0.388 5.434
H -2.644 -1.579 5.184
H -0.229 -1.845 4.834
H 0.558 0.116 8.547
H -1.887 0.469 8.865
H 1.095 1.599 5.660
H 0.374 3.021 3.761
H 2.161 -1.499 -0.571
H 3.293 -2.892 1.149
H 3.057 -2.285 3.557
```

For the lowest unoccupied orbital energy, the calculation gives -3.07 eV. The calculation puts the energy above the lowest of the compared OMol25 structures with the same formula, charge and spin at 0.812 eV. As for the charge: +1. As for the spin multiplicity: 1. The HOMO energy comes out at -9.88 eV. The calculation puts the orbital gap at 6.810 eV.

=====

(3)
Entry from the Open Molecules 2025 dataset: a molecular structure, C53H40ClHfN4O3PS at a distorted geometry (ωB97M-V with the def2-TZVPD basis set).

XYZ file:
```
104
C53H40ClHfN4O3PS ωB97M-V with the def2-TZVPD basis set
Hf 16.001 15.826 14.091
N 16.923 16.071 16.400
C 18.240 15.547 16.855
C 18.426 15.136 18.181
C 19.701 14.692 18.569
C 20.752 14.579 17.634
C 20.487 14.847 16.275
C 19.220 15.338 15.839
P 19.008 16.082 14.165
C 20.022 17.583 14.258
C 19.293 18.621 14.768
C 19.799 19.904 14.798
C 21.175 20.110 14.711
C 21.985 18.998 14.374
C 21.423 17.761 14.103
C 20.025 14.910 13.238
C 20.713 15.427 12.145
C 21.477 14.528 11.437
C 21.347 13.148 11.540
C 20.599 12.641 12.608
C 19.929 13.500 13.477
H 16.834 17.042 16.638
H 16.275 15.503 16.973
H 17.617 15.243 18.840
H 19.800 14.490 19.591
H 21.723 14.194 17.887
H 21.229 14.661 15.502
H 18.247 18.504 15.007
H 19.123 20.703 15.053
H 21.674 21.110 14.706
H 23.097 19.172 14.285
H 22.119 16.959 13.816
H 20.737 16.480 11.832
H 22.246 14.866 10.729
H 21.975 12.490 10.976
H 20.490 11.605 12.734
H 19.421 13.261 14.373
N 17.178 22.372 6.099
C 16.841 21.549 6.868
C 16.552 20.590 7.906
C 16.999 19.254 7.792
C 16.853 18.437 8.876
C 16.131 18.892 10.043
C 15.471 20.164 10.011
C 15.775 20.989 8.974
C 16.047 18.026 11.230
C 15.902 16.630 11.033
C 15.249 16.013 9.943
C 15.580 14.635 10.072
C 16.239 14.474 11.284
N 16.349 15.678 11.987
C 15.990 18.641 12.561
C 16.097 20.030 12.980
C 15.833 19.993 14.361
C 15.484 18.734 14.787
N 15.608 17.878 13.648
H 17.688 18.945 7.024
H 17.133 17.411 8.871
H 14.815 20.474 10.878
H 15.344 21.956 8.891
H 14.955 16.383 9.023
H 15.272 13.761 9.542
H 16.721 13.607 11.703
H 16.279 20.882 12.352
H 15.818 20.867 14.990
H 15.172 18.392 15.780
Cl 7.531 15.553 14.432
C 9.277 15.631 14.463
C 9.865 16.307 15.530
C 11.235 16.429 15.551
C 12.036 15.796 14.622
C 11.398 15.108 13.507
C 10.040 14.994 13.490
C 13.500 15.642 14.517
O 14.265 15.871 15.501
O 14.038 15.364 13.374
H 9.197 16.837 16.212
H 11.790 16.982 16.369
H 12.078 14.712 12.787
H 9.540 14.568 12.662
O 16.149 13.768 14.544
S 15.086 12.558 14.509
C 16.013 11.425 13.395
C 15.258 11.001 12.309
C 15.878 10.008 11.515
C 17.158 9.570 11.675
C 17.885 10.015 12.825
C 17.294 10.898 13.735
C 15.267 11.708 16.040
C 14.401 10.597 16.136
C 14.622 9.759 17.243
C 15.442 10.130 18.249
C 16.383 11.186 18.104
C 16.289 12.024 16.965
H 14.243 11.403 12.199
H 15.322 9.585 10.651
H 17.537 8.922 10.905
H 18.811 9.577 13.123
H 17.953 11.322 14.470
H 13.594 10.470 15.433
H 13.998 8.833 17.364
H 15.468 9.524 19.203
H 17.236 11.379 18.769
H 16.941 12.876 16.815
```

For the lowest unoccupied orbital energy, the calculation gives -6.48 eV. The calculation puts the energy above the lowest of the compared OMol25 structures with the same formula, charge and spin at 0.000 eV. As for the charge: +2. As for the spin multiplicity: 1. The HOMO energy comes out at -13.04 eV. The calculation puts the orbital gap at 6.566 eV.

=====

(4)
Entry from the Open Molecules 2025 dataset: a molecular structure, C53H40IMnN5PS3 at a distorted geometry (ωB97M-V with the def2-TZVPD basis set).

XYZ file:
```
104
C53H40IMnN5PS3 ωB97M-V with the def2-TZVPD basis set
Mn -0.088 0.232 0.218
S -1.221 -0.270 7.164
C -2.878 -0.447 7.527
C -3.609 -0.732 6.416
C -2.804 -0.808 5.247
C -1.480 -0.580 5.490
C -0.372 -0.518 4.525
C -0.620 -0.695 3.150
N 0.289 -0.527 2.206
C 1.555 -0.237 2.590
C 1.934 -0.165 3.928
C 3.323 0.023 4.262
C 4.258 0.117 3.299
C 3.882 0.088 1.909
C 4.811 0.193 0.866
C 4.393 0.222 -0.446
C 3.005 0.149 -0.667
N 2.115 0.003 0.289
C 2.536 -0.039 1.570
C 5.321 0.301 -1.584
C 5.027 0.334 -2.918
C 6.181 0.388 -3.745
C 7.332 0.393 -3.021
S 7.025 0.335 -1.345
C 0.931 -0.275 4.895
H -3.222 -0.336 8.543
H -4.680 -0.881 6.424
H -3.207 -1.044 4.272
H -1.593 -1.024 2.813
H 3.597 0.087 5.308
H 5.304 0.241 3.550
H 5.867 0.249 1.106
H 2.617 0.198 -1.677
H 4.021 0.327 -3.317
H 6.152 0.419 -4.826
H 8.348 0.428 -3.383
H 1.195 -0.179 5.944
I -0.135 0.334 -2.498
C -1.998 0.116 -3.442
C -1.815 -0.041 -4.786
C -2.914 -0.106 -5.661
C -4.163 0.012 -5.146
C -4.373 0.167 -3.752
C -5.708 0.291 -3.301
C -5.986 0.456 -1.984
C -4.926 0.470 -1.066
C -3.609 0.334 -1.434
P -2.505 0.249 0.044
C -3.208 -1.195 0.919
C -2.552 -2.401 0.699
C -2.957 -3.564 1.341
C -4.027 -3.521 2.223
C -4.688 -2.320 2.454
C -4.285 -1.159 1.807
C -3.045 1.711 0.998
C -3.321 2.901 0.333
C -3.555 4.067 1.051
C -3.496 4.058 2.436
C -3.216 2.875 3.107
C -2.987 1.711 2.391
C -3.281 0.205 -2.826
H -0.813 -0.102 -5.189
H -2.749 -0.229 -6.723
H -5.033 -0.009 -5.791
H -6.500 0.258 -4.039
H -7.004 0.565 -1.635
H -5.164 0.593 -0.019
H -1.705 -2.421 0.032
H -2.430 -4.494 1.161
H -4.345 -4.420 2.736
H -5.520 -2.286 3.147
H -4.799 -0.229 2.010
H -3.332 2.930 -0.749
H -3.763 4.987 0.520
H -3.661 4.973 2.991
H -3.162 2.859 4.189
H -2.757 0.803 2.930
C 0.567 7.365 0.405
C 0.026 6.112 -0.213
C -0.714 6.126 -1.389
C -1.126 4.904 -1.881
N -0.856 3.750 -1.276
C -0.153 3.843 -0.134
S 0.251 2.383 0.751
N 0.301 4.968 0.414
H 0.233 8.253 -0.128
H 1.657 7.333 0.396
H 0.258 7.428 1.449
H -0.949 7.050 -1.899
H -1.700 4.838 -2.801
N 0.735 -2.477 -0.319
C 0.296 -3.826 -0.250
C -0.570 -4.330 -1.215
C -1.019 -5.640 -1.132
C -0.602 -6.462 -0.092
C 0.267 -5.958 0.867
C 0.709 -4.645 0.794
H 1.571 -2.330 0.228
H 0.898 -2.189 -1.276
H -0.882 -3.697 -2.040
H -1.701 -6.020 -1.882
H -0.935 -7.490 -0.041
H 0.614 -6.594 1.671
H 1.393 -4.256 1.542
```

For the lowest unoccupied orbital energy (spin up / spin down), the calculation gives -3.06 / -3.01 eV. As for the charge: +1. As for the spin multiplicity: 2. The HOMO energy (spin up / spin down) comes out at -9.51 / -9.74 eV. The calculation puts the orbital gap (spin up / spin down) at 6.451 / 6.734 eV.

=====

Which energy belongs to each record? In order, -2692.8373, -8283.7168, -3735.7406, -5301.9339 Eh.